76
Properties=species:S:1:pos:R:3:forces:R:3 method="wB97M-V/def2-TZVPD" homo_energy_ev=-9.94 homo_lumo_gap_ev=9.77 lumo_energy_ev=-0.16
C 0.12864 2.18104 1.96655 -0.8 -0.5 0.7
C 0.99113 2.52342 1.25154 0.5 0.3 -0.5
C 2.07041 2.85304 0.41567 0.4 -0.1 -0.5
O 2.86517 1.67863 0.25624 0.5 -0.1 -0.2
S 4.39613 1.98776 -0.25662 0.8 -2.2 1.5
O 4.39194 3.26481 -0.85200 0.0 2.2 -1.2
O 4.49520 0.93297 -1.47241 -0.3 0.4 -0.1
C 4.12524 -0.38745 -1.06111 -0.1 -0.5 -0.5
C 2.72603 -0.75115 -1.45821 0.1 0.3 0.7
C 2.08489 -1.64113 -0.41368 -0.1 -0.1 -1.0
H -0.49868 1.64003 2.56250 -1.5 -0.6 1.2
H 1.70049 3.15173 -0.53710 -0.1 0.6 -0.8
H 2.60984 3.64146 0.88797 0.7 0.7 0.0
H 4.24154 -0.50529 -0.00807 0.2 0.2 1.0
H 4.79574 -1.08525 -1.49914 1.0 -0.3 -0.5
H 2.69976 -1.16576 -2.43356 0.0 -0.5 -0.9
H 2.18335 0.15942 -1.50507 -0.6 0.9 -0.1
H 2.09822 -2.66851 -0.70934 0.0 -0.7 -0.1
H 2.59015 -1.57144 0.51360 0.3 0.2 1.1
H 1.06874 -1.33870 -0.29776 -0.8 0.0 0.4
C 1.68120 -1.95183 5.25213 0.1 0.1 0.1
N 1.93830 -1.86222 3.78727 -0.1 0.0 0.3
O 2.99881 -1.41842 3.42406 0.3 0.1 -0.1
O 1.05350 -2.24684 3.05297 -0.3 -0.1 -0.2
H 2.55058 -1.57679 5.77463 0.1 0.0 0.0
H 0.80451 -1.35036 5.46786 -0.1 -0.1 0.0
H 1.50130 -2.99494 5.48701 -0.1 0.0 0.0
C -2.72107 5.32071 0.86918 -0.1 0.1 -0.2
N -3.29893 4.08296 1.46010 0.2 0.4 -0.1
O -4.16791 3.51698 0.83372 -0.1 -0.2 0.0
O -2.85535 3.73202 2.53014 0.0 -0.2 0.1
H -3.20880 5.51065 -0.07732 -0.1 -0.1 -0.1
H -2.89977 6.12808 1.57108 0.1 0.0 0.1
H -1.65822 5.14881 0.73530 0.1 0.0 0.1
C -7.12151 2.49862 0.78679 -0.2 0.0 0.1
N -8.22010 3.33010 0.22006 0.2 -0.1 0.0
O -9.34033 3.15647 0.63369 -0.3 -0.1 0.1
O -7.91425 4.14048 -0.63089 0.1 0.1 -0.1
H -7.54195 1.83189 1.52450 -0.2 -0.1 0.1
H -6.67608 1.94380 -0.02945 0.1 0.1 -0.1
H -6.40104 3.16997 1.23296 0.1 0.1 -0.1
C 8.08034 2.59030 -1.24974 -0.1 0.1 0.1
N 8.84832 1.53910 -0.52704 -0.2 0.2 -0.1
O 8.65293 1.41367 0.65969 -0.1 0.0 0.3
O 9.61943 0.87831 -1.18288 0.2 -0.2 -0.2
H 7.43610 3.09582 -0.54285 0.0 0.0 0.1
H 8.79742 3.27862 -1.68287 0.1 -0.1 -0.1
H 7.49850 2.09640 -2.02077 0.1 0.0 -0.1
C -0.41052 -4.28272 -3.48540 -0.1 0.1 -0.1
N 0.95845 -3.79864 -3.15199 -0.3 -0.2 0.0
O 1.38332 -2.84355 -3.75077 0.1 0.3 -0.2
O 1.55763 -4.40335 -2.28915 0.1 -0.3 0.2
H -0.81648 -3.65051 -4.26312 0.0 0.1 -0.1
H -0.31986 -5.30952 -3.82287 0.0 -0.1 0.1
H -1.00537 -4.22262 -2.58064 0.0 -0.1 0.1
C 2.00580 -7.75718 -1.13478 0.1 0.0 -0.1
N 0.69884 -8.46947 -1.12934 0.3 0.1 0.0
O 0.48629 -9.26796 -2.01218 -0.1 -0.2 -0.2
O -0.06828 -8.19511 -0.23553 -0.2 0.1 0.2
H 2.58228 -8.09875 -1.98368 0.0 -0.1 -0.1
H 1.79468 -6.69501 -1.20910 0.0 0.0 0.1
H 2.51114 -7.99038 -0.20421 -0.1 0.1 0.1
C -6.53761 5.45877 -3.22424 -0.1 0.1 0.1
N -5.08714 5.25799 -2.95325 -0.3 0.0 -0.1
O -4.72840 5.22080 -1.79765 0.1 0.1 0.3
O -4.35889 5.14286 -3.91101 0.2 0.0 -0.3
H -7.05786 5.54119 -2.28156 0.0 0.0 0.1
H -6.63433 6.36849 -3.80698 0.1 0.0 -0.1
H -6.88563 4.59858 -3.78452 0.0 0.0 -0.1
C -2.42445 -3.03118 2.34458 0.0 0.1 -0.2
N -3.17762 -2.79586 3.60491 0.0 0.0 -0.3
O -4.22126 -2.19034 3.53438 -0.3 0.2 0.0
O -2.69097 -3.22849 4.62095 0.3 -0.2 0.4
H -2.97522 -2.59117 1.52413 -0.1 0.1 0.0
H -1.45035 -2.56486 2.45600 0.1 -0.1 0.1
H -2.32804 -4.10395 2.21773 0.1 0.0 0.1

---

83
Properties=species:S:1:pos:R:3:forces:R:3 method="wB97M-V/def2-TZVPD" total_charge=-1 homo_energy_ev=-5.70 homo_lumo_gap_ev=0.79 lumo_energy_ev=-4.90
O 2.77071 0.01516 -3.47256 -0.5 7.2 -5.3
C 2.67912 1.12594 -4.24853 2.0 -4.3 3.5
O 3.82621 1.42809 -5.16743 -2.8 1.0 2.9
N 1.54423 2.05961 -4.21286 3.4 -1.2 0.7
S 0.37618 2.01777 -5.43292 -2.7 -0.4 -1.7
H 4.01633 2.41704 -5.04180 -0.7 -2.0 -0.6
H 1.46968 2.72821 -3.44262 -0.2 -2.1 -0.1
H -0.46644 0.88200 -5.24294 1.0 1.4 0.5
Na 1.73356 4.59078 -3.02615 -0.3 0.6 0.2
C 5.08640 -0.65184 -0.75285 -0.3 -0.1 -0.1
N 5.64592 0.50941 -0.00969 0.5 0.8 0.6
O 4.93269 1.51456 0.09007 1.1 -1.2 -0.1
O 6.78546 0.37908 0.45234 -1.7 0.3 -0.7
H 4.08296 -0.39799 -1.10120 0.3 0.0 0.1
H 5.74860 -0.85254 -1.59751 -0.1 0.0 0.2
H 5.05287 -1.49854 -0.06423 0.2 0.1 -0.1
O -1.94486 -5.30142 -2.95267 -2.2 3.5 0.7
P -1.04420 -4.17334 -3.51256 5.3 -4.5 -1.0
N -1.12672 -4.76836 -5.08532 -1.3 -0.4 -3.5
C -0.29081 -5.71571 -5.78408 0.3 -0.1 -0.2
C -2.37418 -4.53550 -5.80568 0.8 0.0 1.4
N 0.32938 -4.71306 -2.62546 0.0 -0.2 1.7
C 1.52818 -5.33437 -3.15264 0.5 0.9 -0.2
C 0.05080 -5.32925 -1.31635 -0.6 -0.1 0.1
N -0.00876 -2.87644 -4.15624 -1.3 0.5 1.9
C 0.63274 -2.73187 -5.44989 -0.8 0.5 -0.8
C 0.55226 -1.96076 -3.16399 -0.3 0.4 0.4
H -0.05946 -5.33646 -6.78819 0.0 0.0 -0.1
H -0.77641 -6.69096 -5.89258 0.0 -0.1 0.0
H 0.67638 -5.88784 -5.32886 -0.1 0.1 0.3
H -2.45052 -3.48056 -6.08579 -0.2 0.6 -0.3
H -3.24190 -4.79065 -5.19028 -0.3 -0.1 0.0
H -2.45205 -5.12248 -6.72895 1.4 -1.1 1.5
H 1.35893 -6.38151 -3.42059 0.0 -0.1 0.0
H 2.33338 -5.31704 -2.40761 -0.2 0.0 0.1
H 1.93642 -4.79316 -4.00383 -0.1 0.0 -0.2
H -0.25606 -6.38254 -1.42456 0.0 0.2 0.1
H -0.74460 -4.79042 -0.78984 0.1 -0.2 -0.2
H 0.92473 -5.30045 -0.65859 0.1 0.1 -0.3
H 1.45738 -3.43487 -5.58843 -0.1 -0.2 0.1
H 1.05191 -1.72624 -5.58419 -0.2 -0.1 0.4
H -0.07453 -2.84094 -6.27561 0.1 -0.2 0.0
H 1.54203 -2.29221 -2.83197 -0.1 0.0 -0.1
H -0.10049 -1.89616 -2.28665 0.2 -0.1 -0.1
H 0.64416 -0.94192 -3.55451 -0.1 -0.3 0.0
F -1.94190 1.95949 -6.38578 1.0 -0.4 0.2
Ca -3.44190 -4.47746 -8.17925 -1.0 0.8 -1.4
O 1.67735 3.14346 1.35678 -0.8 -0.3 -0.8
S 0.60561 2.29234 0.88405 -0.8 -0.7 1.8
O -0.54407 2.82294 0.18336 1.2 0.0 0.0
O 0.08449 1.36076 2.11476 1.3 0.0 -2.5
C -0.31526 1.98964 3.32388 -1.1 1.0 1.6
C -1.70325 2.58968 3.20307 -0.1 0.4 -0.4
C 1.30888 0.99075 -0.09753 0.0 -0.2 0.1
H 0.41686 2.74335 3.63233 0.0 0.0 -0.2
H -0.32705 1.21545 4.09834 0.2 -0.1 -0.4
H -1.70720 3.43382 2.50716 0.0 -0.1 0.2
H -2.05469 2.95034 4.17404 0.2 0.0 -0.8
H -2.41373 1.85077 2.81876 0.1 -0.1 0.1
H 2.14270 0.54688 0.44873 -0.1 0.1 0.0
H 1.66366 1.42727 -1.03348 0.0 0.0 0.1
H 0.53718 0.24655 -0.30307 0.1 0.2 0.0
C -0.72770 1.25709 8.88816 1.5 2.7 -0.6
C 0.08746 0.59254 7.83194 -0.3 -0.9 -0.3
O -0.70076 0.73084 6.67157 0.4 0.6 0.5
C -1.41296 1.87690 6.86129 -2.4 2.1 -2.6
O -1.99649 2.47509 5.97273 1.5 -2.2 3.3
O -1.38742 2.27928 8.16854 0.6 -1.0 -0.1
F 0.23303 -0.72586 8.09324 0.4 -0.3 0.0
H -1.47197 0.58785 9.33266 -2.0 -1.4 0.3
H -0.11073 1.67602 9.68768 -0.3 0.2 0.1
H 1.06852 1.05076 7.66740 0.1 -0.1 0.1
B -2.14192 5.62171 5.34250 -0.7 0.5 0.2
F -3.47297 5.09190 5.09518 1.8 0.5 0.2
F -1.30149 5.38243 4.18058 -0.6 0.2 1.1
F -2.22800 7.05143 5.59220 0.3 -1.9 -0.4
F -1.56512 4.96112 6.50213 -0.3 0.8 -1.2
F -4.37028 7.17195 7.37187 -1.5 1.4 -0.8
Al -5.47301 8.29454 6.49587 0.4 -0.3 -0.3
F -4.49885 9.52429 5.61132 -1.3 -1.3 1.1
F -6.55191 9.12029 7.67801 1.2 -0.9 -1.3
F -6.47082 7.36164 5.32226 1.0 1.2 1.4
F -2.85191 0.11195 9.00352 0.5 -0.1 0.3

---

74
Properties=species:S:1:pos:R:3:forces:R:3 method="wB97M-V/def2-TZVPD" total_charge=+2 de_lowest_kcal_mol=19.4 homo_energy_ev=-13.56 homo_lumo_gap_ev=1.80 lumo_energy_ev=-11.76
Al 0.12801 2.42735 0.87330 -0.5 0.0 -0.2
C -4.93216 2.47243 -0.27317 -0.3 0.9 0.1
F -5.90150 3.33141 -0.63349 1.2 -1.3 0.5
F -4.95176 2.26131 1.05565 -0.1 -0.1 -1.4
F -5.07382 1.31447 -0.96126 0.3 1.1 0.9
S -3.20945 3.27020 -0.77431 -0.6 1.8 -0.8
O -2.37204 2.24503 -1.27877 1.3 -2.3 0.3
O -3.50165 4.28200 -1.76811 0.0 -0.6 1.7
N -2.40311 3.81107 0.70477 0.0 -5.2 -3.1
S -3.01012 5.14431 0.97417 -1.4 6.9 3.7
O -2.27309 6.22592 0.39516 0.9 0.3 -0.5
O -4.42630 5.28039 0.81302 -0.6 -1.0 0.0
C -2.68299 5.45235 2.87419 0.5 -0.3 -2.2
F -1.36793 5.47117 3.03843 1.1 -0.1 0.1
F -3.13308 6.63204 3.24000 -0.6 -0.5 0.1
F -3.13738 4.43446 3.56935 -0.9 -0.1 0.7
O 0.54951 0.76315 -1.56292 -0.2 -0.9 0.0
P 0.44169 0.18107 -2.92229 -0.4 2.1 -0.6
N -0.86645 -0.83961 -3.21361 -0.8 -1.0 1.3
C -1.07893 -1.41951 -4.53937 -0.2 1.0 0.0
C -1.71746 -1.43278 -2.05683 1.1 1.2 -1.2
N 1.74075 -0.79633 -3.30053 0.8 -0.6 -1.5
C 1.99087 -1.23527 -4.72425 0.4 0.2 1.1
C 2.51673 -1.43927 -2.23140 0.1 0.3 -0.1
N 0.35260 1.45809 -4.09852 0.2 -0.7 0.3
C 1.46474 2.40666 -4.21535 0.6 -1.5 0.1
C -0.89764 2.04841 -4.56257 -0.7 -1.0 1.4
H -0.90645 -2.49124 -4.63813 0.0 -0.1 0.4
H -0.45770 -0.89480 -5.26522 -0.2 0.0 0.0
H -2.12136 -1.19591 -4.76617 -0.2 -0.2 -0.3
H -1.01546 -1.82379 -1.32035 -0.3 0.1 0.1
H -2.38890 -2.22669 -2.38392 0.3 0.1 -0.5
H -2.32503 -0.62093 -1.65702 0.2 0.0 0.2
H 1.88018 -0.39118 -5.40497 -0.3 0.0 0.0
H 3.00974 -1.60615 -4.83587 0.0 0.1 0.3
H 1.33866 -2.06858 -4.98564 -0.1 0.1 -0.1
H 3.30981 -2.09580 -2.58931 0.0 0.4 -0.6
H 2.94532 -0.62538 -1.64660 0.0 -0.3 0.3
H 1.96095 -2.13769 -1.60577 -0.6 0.3 0.3
H 2.35121 1.78618 -4.08395 0.5 0.5 0.1
H 1.50042 2.86796 -5.20229 -0.2 -0.1 0.1
H 1.42069 3.16750 -3.43606 0.0 0.1 0.1
H -1.63938 1.88097 -3.78163 -0.5 -0.1 0.2
H -1.26735 1.50085 -5.42951 0.0 0.6 -0.4
H -0.82013 3.13476 -4.60648 0.1 -0.2 -0.6
O 0.78396 0.02254 2.49207 0.8 -1.5 -0.6
P 1.19966 -1.30633 3.04791 -0.5 -0.3 1.1
N 0.72300 -2.72569 2.12981 -0.5 2.6 -0.2
C 0.87772 -4.06737 2.64297 -0.5 0.4 0.6
C 0.32560 -2.64606 0.71258 0.9 -0.3 0.6
N 0.53335 -1.55328 4.60957 1.4 -0.2 -0.2
C 1.09483 -0.71289 5.73054 0.6 -0.1 -0.6
C -0.90204 -1.81599 4.75593 -1.0 -0.5 -0.2
N 2.96644 -1.54511 3.03004 -1.3 0.6 -1.8
C 3.67759 -2.44048 3.89088 -1.2 -0.1 0.7
C 3.65352 -1.26028 1.71337 -1.0 0.9 1.1
H 0.12157 -4.69382 2.16980 0.3 -0.2 -0.2
H 0.63309 -4.06831 3.70516 0.4 -0.1 0.1
H 1.90366 -4.39147 2.46829 0.0 -0.5 0.0
H 0.84050 -3.48873 0.25117 -0.1 0.0 -0.5
H 0.58225 -1.72947 0.18146 0.3 0.2 0.5
H -0.74660 -2.77910 0.56844 -0.3 -0.2 0.3
H 0.70903 -0.86316 6.73885 -1.2 -0.4 -0.5
H 2.11943 -0.99707 5.97040 0.4 0.3 -0.8
H 0.99456 0.33579 5.45069 0.2 0.1 0.3
H -1.16601 -2.47664 5.58173 0.8 -0.1 0.4
H -1.52610 -0.94195 4.94226 0.4 0.5 -0.3
H -1.35409 -2.35589 3.92391 0.4 0.2 -0.5
H 4.62457 -1.98914 4.18689 0.1 -0.2 0.1
H 3.00150 -2.59156 4.73242 0.6 -0.2 0.4
H 3.79994 -3.41235 3.41276 0.4 -0.2 -0.1
H 2.89178 -0.79333 1.08902 0.3 0.0 -0.3
H 4.16295 -2.09059 1.22432 -0.5 -0.6 0.3
H 4.45111 -0.53286 1.86436 -0.1 0.2 0.3

---

78
Properties=species:S:1:pos:R:3:forces:R:3 method="wB97M-V/def2-TZVPD" total_charge=+1 de_lowest_kcal_mol=2.2 homo_energy_ev=-10.60 homo_lumo_gap_ev=1.65 lumo_energy_ev=-8.95
Al -0.21985 0.23098 -0.70687 0.0 0.4 -0.4
N -1.04410 -2.72041 -3.45641 0.4 0.2 -1.7
O -1.03978 -2.03142 -2.41610 -0.1 -0.4 0.1
O -1.39484 -3.90785 -3.46361 0.0 0.6 0.7
O -0.68247 -2.20947 -4.52632 -0.3 -0.2 1.1
C -0.94426 4.55033 -2.98572 0.4 -1.1 0.7
F -0.23657 5.17139 -2.03412 0.2 0.2 -0.2
F -2.16043 4.35844 -2.50058 -0.2 0.1 -0.3
F -0.96084 5.26562 -4.07748 -0.2 0.2 -0.1
S -0.07866 2.86211 -3.35536 -0.8 -0.1 0.0
O 0.25650 2.96705 -4.75091 -0.5 -0.5 1.0
O 0.97935 2.68974 -2.39263 -0.4 -0.1 0.0
N -1.29838 1.71706 -2.88492 1.4 1.4 -0.9
S -2.20839 1.42630 -4.18834 -0.1 -0.5 -1.4
O -2.92389 2.54616 -4.75631 0.3 -0.5 0.9
O -1.44062 0.62688 -5.12594 -0.6 0.1 0.6
C -3.53827 0.25220 -3.47020 0.7 0.9 -0.7
F -4.71395 0.85301 -3.42188 0.0 -0.1 0.0
F -3.59746 -0.78760 -4.29068 -0.2 -0.2 0.3
F -3.20973 -0.15122 -2.24398 0.0 -0.1 0.2
O -1.74153 -1.84633 0.62534 -0.3 -0.6 -0.7
P -2.43091 -3.09275 1.05240 -0.3 0.1 1.5
N -1.50954 -4.49450 0.83609 -0.1 0.1 -0.4
C -0.89819 -4.62695 -0.47581 0.1 -0.1 0.3
C -1.77361 -5.74993 1.56213 0.6 0.7 -0.3
N -3.87579 -3.44537 0.25981 0.7 1.4 0.0
C -4.01175 -2.84349 -1.08078 0.4 -0.4 0.9
C -4.81976 -4.46850 0.64894 0.8 -0.6 0.4
N -2.78372 -3.05206 2.69135 -0.5 -1.2 -0.1
C -1.67599 -3.29748 3.60337 0.9 0.5 0.6
C -3.64012 -1.93205 3.09937 0.2 0.3 -0.8
H -1.62095 -5.06288 -1.18131 0.0 0.1 -0.3
H -0.04625 -5.30755 -0.43474 0.0 -0.1 0.1
H -0.57056 -3.66217 -0.85695 -0.1 0.0 0.0
H -1.89546 -6.58693 0.87459 -0.4 0.1 -0.1
H -2.63531 -5.58123 2.19892 0.1 -0.4 0.2
H -0.87087 -5.97590 2.13430 -0.2 -0.1 0.3
H -3.36450 -1.97671 -1.10180 -0.2 0.1 -0.1
H -3.63057 -3.55169 -1.81796 -0.4 -0.1 -0.3
H -5.05158 -2.56275 -1.23768 0.0 -0.1 -0.2
H -4.64500 -5.35391 0.02741 -0.5 0.1 -0.3
H -4.62444 -4.81508 1.66410 0.0 0.3 0.1
H -5.84745 -4.11151 0.61316 0.0 0.0 -0.3
H -1.29925 -4.31827 3.60735 0.1 0.1 -0.6
H -0.88786 -2.55541 3.42277 0.3 -0.4 -0.1
H -1.88687 -3.14880 4.66613 -0.9 0.2 -0.2
H -4.48182 -1.87004 2.40828 0.0 0.2 0.0
H -3.04012 -1.01971 3.02395 -0.3 0.2 0.2
H -4.05566 -2.03685 4.09832 0.3 -0.3 0.1
O 1.85005 2.09235 0.18696 -0.3 -0.1 -0.2
P 3.05660 2.61919 0.83923 1.6 0.7 1.3
N 3.34310 2.21111 2.44357 -0.3 0.3 -0.2
C 2.44862 2.75450 3.48469 0.2 0.5 -0.7
C 3.75058 0.82931 2.75026 -0.5 -0.2 -1.3
N 3.23179 4.30754 0.82773 -1.2 0.2 0.2
C 2.83348 5.00687 -0.40862 0.4 -0.3 0.2
C 3.99635 5.04891 1.80518 1.2 0.0 0.2
N 4.46496 2.13258 0.08035 -0.3 -0.5 -0.5
C 4.42340 1.64870 -1.30933 -0.3 0.2 0.7
C 5.78967 2.41932 0.60017 -0.1 0.1 -0.3
H 3.09707 3.07243 4.29997 -0.4 -0.2 0.4
H 1.66780 2.04751 3.76637 0.2 -0.2 0.3
H 1.91539 3.63509 3.12092 0.1 0.0 -0.1
H 3.11981 0.15622 2.15476 -0.1 -0.2 0.3
H 3.58079 0.61681 3.79999 0.2 0.1 0.1
H 4.76586 0.59904 2.42857 0.1 0.3 0.4
H 3.08296 6.06544 -0.37351 0.0 0.0 0.4
H 3.43366 4.59671 -1.22459 -0.4 -0.1 -0.4
H 1.76267 4.91639 -0.57335 0.1 -0.2 -0.3
H 5.07504 4.98461 1.59991 0.1 -0.3 0.0
H 3.86151 6.13161 1.80996 -0.8 -0.1 -0.3
H 3.85703 4.68531 2.81952 -0.1 0.0 -0.1
H 4.44524 0.55598 -1.31777 0.1 -0.1 -0.1
H 3.49668 1.98723 -1.77096 0.1 -0.1 -0.2
H 5.29179 2.03227 -1.84144 -0.1 0.0 -0.1
H 5.73349 2.67580 1.65367 0.1 -0.2 0.1
H 6.26110 3.24887 0.05937 -0.1 0.1 0.0
H 6.43559 1.55984 0.40572 0.0 -0.1 0.3

---

Number 1: energy -2818.73890 hartree. Number 2: energy -4999.06199 hartree. Number 3: energy -3709.68559 hartree. Number 4: energy -3990.42647 hartree.